No. 1
The following is a quantum chemistry calculation of a cluster of 12 separate species, C44H98Br14O15 in total in a non-equilibrium geometry, from the Open Molecules 2025 dataset.

Summary:
M: 1985.91 g mol⁻¹
HOMO: -0.34197 hartree
SMILES string: COCCOCCOC.COCCOCCOC.COCCOCCOC.COCCOCCOC.COCCOCCOC.BrCCBr.BrCCBr.BrCCBr.BrCCBr.BrCCBr.BrCCBr.BrCCBr
E: -38899.7779 hartree

Geometry as ORCA input:
```
! wB97M-V def2-TZVPD RIJCOSX def2/J DEFGRID3
* xyz 0 1
C 0.10 -5.18 1.02
O 0.59 -4.70 2.28
C 0.89 -5.77 3.17
C 1.32 -5.19 4.52
O 1.88 -6.25 5.31
C 2.35 -5.85 6.58
C 2.71 -7.05 7.42
O 3.93 -7.65 7.00
C 4.34 -8.80 7.70
H 0.87 -5.81 0.58
H 0.00 -4.29 0.40
H -0.83 -5.69 1.16
H 1.74 -6.32 2.76
H 0.07 -6.44 3.40
H 0.44 -4.77 5.01
H 2.11 -4.46 4.43
H 1.48 -5.30 7.04
H 3.22 -5.25 6.40
H 1.92 -7.80 7.33
H 2.82 -6.66 8.45
H 3.60 -9.61 7.63
H 4.48 -8.57 8.75
H 5.28 -9.07 7.23
C -1.10 1.78 -7.51
O -0.34 1.15 -6.52
C -0.37 -0.28 -6.62
C 0.58 -0.88 -5.60
O 0.48 -0.33 -4.29
C -0.86 -0.38 -3.66
C -0.89 0.19 -2.22
O -0.50 1.53 -2.20
C -1.57 2.49 -2.54
H -0.89 2.81 -7.34
H -2.18 1.63 -7.43
H -0.79 1.50 -8.54
H -0.10 -0.49 -7.65
H -1.42 -0.57 -6.44
H 1.62 -0.71 -5.93
H 0.32 -1.96 -5.55
H -1.09 -1.45 -3.65
H -1.52 0.12 -4.36
H -0.09 -0.30 -1.67
H -1.84 0.02 -1.73
H -2.47 2.29 -1.96
H -1.77 2.36 -3.60
H -1.24 3.51 -2.42
C 2.62 8.24 -4.82
O 2.06 6.96 -4.78
C 2.94 5.90 -4.53
C 2.21 4.58 -4.71
O 3.02 3.58 -4.13
C 2.38 2.31 -4.06
C 3.34 1.18 -3.70
O 4.30 1.07 -4.70
C 5.19 -0.05 -4.61
H 3.11 8.53 -3.87
H 1.79 8.93 -5.03
H 3.46 8.32 -5.54
H 3.35 5.93 -3.52
H 3.81 5.94 -5.19
H 2.07 4.39 -5.78
H 1.22 4.66 -4.23
H 1.84 2.09 -4.99
H 1.55 2.39 -3.32
H 2.71 0.31 -3.53
H 3.85 1.42 -2.76
H 5.75 -0.02 -3.67
H 5.87 0.03 -5.48
H 4.64 -1.01 -4.60
C -12.49 3.62 0.33
O -11.87 2.43 0.05
C -10.82 2.16 0.94
C -10.08 0.86 0.42
O -9.00 0.58 1.26
C -8.37 -0.68 1.00
C -7.37 -1.08 2.08
O -6.39 -0.11 2.39
C -6.10 -0.06 3.78
H -13.31 3.78 -0.33
H -11.81 4.47 0.19
H -12.94 3.69 1.32
H -11.14 2.00 1.98
H -10.16 3.02 0.90
H -9.68 1.06 -0.56
H -10.88 0.09 0.51
H -7.93 -0.60 -0.01
H -9.15 -1.41 0.87
H -6.89 -2.02 1.76
H -7.96 -1.24 2.97
H -5.37 0.74 3.90
H -5.68 -1.06 4.17
H -7.01 0.04 4.40
C -2.87 0.88 2.52
O -1.80 0.38 1.73
C -1.13 -0.72 2.37
C -0.07 -1.23 1.52
O 0.98 -0.25 1.48
C 2.06 -0.50 0.55
C 2.84 0.79 0.27
O 3.33 1.44 1.44
C 3.59 2.81 1.06
H -3.20 1.86 2.12
H -2.54 1.11 3.53
H -3.71 0.18 2.48
H -1.91 -1.47 2.46
H -0.76 -0.47 3.35
H -0.46 -1.38 0.49
H 0.27 -2.22 1.83
H 1.60 -0.78 -0.41
H 2.64 -1.30 0.97
H 2.11 1.46 -0.24
H 3.62 0.50 -0.40
H 3.98 2.83 0.06
H 4.20 3.32 1.83
H 2.64 3.34 0.98
Br -3.13 -2.94 -1.89
C -4.46 -2.97 -0.39
C -3.89 -3.67 0.82
Br -3.68 -5.60 0.50
H -5.32 -3.47 -0.82
H -4.68 -1.92 -0.26
H -4.54 -3.58 1.70
H -2.91 -3.32 1.03
Br 6.83 0.79 -0.50
C 6.90 1.20 1.44
C 7.72 0.14 2.13
Br 6.67 -1.57 2.07
H 5.86 1.16 1.78
H 7.30 2.21 1.58
H 7.80 0.23 3.20
H 8.66 -0.10 1.66
Br 5.90 4.47 -1.44
C 6.39 4.01 -3.25
C 7.84 3.64 -3.25
Br 8.54 3.34 -5.02
H 6.19 4.90 -3.85
H 5.68 3.25 -3.50
H 7.92 2.70 -2.76
H 8.38 4.43 -2.76
Br -5.53 0.71 -1.57
C -5.27 2.29 -0.47
C -6.62 2.79 0.04
Br -6.24 4.20 1.29
H -4.71 2.97 -1.09
H -4.66 1.90 0.32
H -7.12 2.01 0.59
H -7.26 3.21 -0.75
Br 0.75 4.79 2.68
C -0.30 3.17 2.07
C -0.94 3.39 0.73
Br -2.39 4.81 0.89
H -0.95 2.99 2.93
H 0.44 2.38 1.94
H -1.42 2.48 0.33
H -0.17 3.75 0.05
Br 3.77 -3.99 0.99
C 5.04 -4.91 -0.25
C 6.19 -4.05 -0.72
Br 5.52 -2.44 -1.81
H 4.34 -5.26 -0.99
H 5.44 -5.73 0.33
H 6.94 -4.55 -1.36
H 6.62 -3.59 0.16
Br 1.15 -0.77 5.73
C 2.43 0.05 4.42
C 3.32 -1.04 3.90
Br 4.65 -1.73 5.24
H 3.02 0.77 4.95
H 1.84 0.53 3.64
H 3.93 -0.61 3.12
H 2.80 -1.94 3.56
*
```

Here are the Löwdin charges for atoms 1 to 99, given in e: number 1, C, carries -0.1064; number 2, O, carries -0.2464; number 3, C, carries -0.1974; number 4, C, carries -0.1686; number 5, O, carries -0.1541; number 6, C, carries -0.1998; number 7, C, carries -0.2017; number 8, O, carries -0.1906; number 9, C, carries -0.1117; number 10, H, carries 0.0794; number 11, H, carries 0.0805; number 12, H, carries 0.0279; number 13, H, carries 0.1240; number 14, H, carries 0.1260; number 15, H, carries 0.1239; number 16, H, carries 0.1144; number 17, H, carries 0.1434; number 18, H, carries 0.1233; number 19, H, carries 0.1307; number 20, H, carries 0.1277; number 21, H, carries 0.0895; number 22, H, carries 0.0808; number 23, H, carries 0.0857; number 24, C, carries -0.1219; number 25, O, carries -0.2033; number 26, C, carries -0.2006; number 27, C, carries -0.1780; number 28, O, carries -0.1690; number 29, C, carries -0.1277; number 30, C, carries -0.2018; number 31, O, carries -0.2099; number 32, C, carries -0.0391; number 33, H, carries 0.0801; number 34, H, carries 0.0861; number 35, H, carries 0.0952; number 36, H, carries 0.1230; number 37, H, carries 0.1230; number 38, H, carries 0.1358; number 39, H, carries 0.1291; number 40, H, carries 0.0907; number 41, H, carries 0.1052; number 42, H, carries 0.1027; number 43, H, carries 0.0964; number 44, H, carries 0.0654; number 45, H, carries 0.0820; number 46, H, carries 0.0831; number 47, C, carries -0.1238; number 48, O, carries -0.1833; number 49, C, carries -0.2190; number 50, C, carries -0.1843; number 51, O, carries -0.1461; number 52, C, carries -0.1666; number 53, C, carries -0.2127; number 54, O, carries -0.1889; number 55, C, carries -0.0920; number 56, H, carries 0.0907; number 57, H, carries 0.0910; number 58, H, carries 0.0891; number 59, H, carries 0.1192; number 60, H, carries 0.1267; number 61, H, carries 0.1325; number 62, H, carries 0.1308; number 63, H, carries 0.1173; number 64, H, carries 0.1214; number 65, H, carries 0.1133; number 66, H, carries 0.1138; number 67, H, carries 0.0388; number 68, H, carries 0.0969; number 69, H, carries 0.0717; number 70, C, carries -0.1430; number 71, O, carries -0.1730; number 72, C, carries -0.1864; number 73, C, carries -0.1724; number 74, O, carries -0.1679; number 75, C, carries -0.1784; number 76, C, carries -0.1917; number 77, O, carries -0.2052; number 78, C, carries -0.1081; number 79, H, carries 0.0793; number 80, H, carries 0.0927; number 81, H, carries 0.0908; number 82, H, carries 0.1299; number 83, H, carries 0.1150; number 84, H, carries 0.1239; number 85, H, carries 0.1376; number 86, H, carries 0.0979; number 87, H, carries 0.1186; number 88, H, carries 0.1236; number 89, H, carries 0.1157; number 90, H, carries 0.0765; number 91, H, carries 0.1104; number 92, H, carries 0.0970; number 93, C, carries -0.0960; number 94, O, carries -0.1950; number 95, C, carries -0.1957; number 96, C, carries -0.1789; number 97, O, carries -0.1581; number 98, C, carries -0.1449; number 99, C, carries -0.1919

***

No. 2
The following is a quantum chemistry calculation of an isolated molecule of C5H8N2O2 in a non-equilibrium geometry, from the Open Molecules 2025 dataset.

Summary:
M: 128.13 g mol⁻¹
HOMO: -0.28957 hartree
SMILES string: NC1=C(/C=N\O)OCC1
E: -455.2034 hartree

Geometry as ORCA input:
```
! wB97M-V def2-TZVPD RIJCOSX def2/J DEFGRID3
* xyz 0 1
N 0.30 1.92 -0.32
C -0.49 0.72 -0.09
C -0.10 -0.55 -0.17
C 1.23 -1.06 -0.56
N 2.36 -0.62 -0.19
O 2.38 0.33 0.84
O -1.15 -1.36 -0.08
C -2.32 -0.64 0.38
C -1.96 0.82 0.06
H -0.24 2.67 -0.84
H 1.19 1.73 -0.81
H 1.35 -1.97 -1.20
H 1.50 0.13 1.37
H -2.35 -0.77 1.48
H -3.28 -1.06 -0.04
H -2.38 1.17 -0.94
H -2.35 1.53 0.76
*
```

So, what does the Löwdin scheme give us? The charges, in e, come out as: number 1, N, carries 0.0856; number 2, C, carries -0.2778; number 3, C, carries -0.2958; number 4, C, carries -0.0967; number 5, N, carries -0.0179; number 6, O, carries -0.1036; number 7, O, carries -0.0505; number 8, C, carries -0.1171; number 9, C, carries -0.1061; number 10, H, carries 0.1107; number 11, H, carries 0.0838; number 12, H, carries 0.1364; number 13, H, carries 0.1373; number 14, H, carries 0.1260; number 15, H, carries 0.1360; number 16, H, carries 0.1412; number 17, H, carries 0.1085

***

No. 3
The following is a quantum chemistry calculation of a cluster of 2 separate species, C5H17N2O in total in a non-equilibrium geometry, from the Open Molecules 2025 dataset.

Summary:
M: 121.20 g mol⁻¹
HOMO: -0.48495 hartree
E: -385.1909 hartree

Geometry as ORCA input:
```
! wB97M-V def2-TZVPD RIJCOSX def2/J DEFGRID3
* xyz 1 1
N 1.04 -1.44 1.57
C 0.40 -0.53 0.48
C -1.11 -0.63 0.58
C -1.54 -0.10 1.93
C -1.79 0.18 -0.54
C 1.21 0.77 0.27
N 2.08 0.68 -0.90
H 1.53 -0.93 2.31
H 1.78 -1.95 1.08
H 0.35 -2.06 1.99
H 0.81 -1.11 -0.36
H -1.32 -1.70 0.45
H -2.49 -0.55 2.24
H -1.51 0.99 1.87
H -0.89 -0.26 2.78
H -2.85 0.27 -0.32
H -1.71 -0.32 -1.49
H -1.27 1.12 -0.63
H 1.82 1.02 1.13
H 0.54 1.63 0.29
H 1.52 0.55 -1.74
H 2.55 1.56 -1.03
H 0.02 0.75 -3.79
H -1.21 0.58 -2.95
O -0.31 0.94 -2.90
*
```

So, what does the Löwdin scheme give us? The charges, in e, come out as: number 1, N, carries 0.2236; number 2, C, carries -0.2355; number 3, C, carries -0.3793; number 4, C, carries -0.0582; number 5, C, carries -0.0436; number 6, C, carries -0.2326; number 7, N, carries 0.0240; number 8, H, carries 0.1634; number 9, H, carries 0.1700; number 10, H, carries 0.1621; number 11, H, carries 0.1434; number 12, H, carries 0.1432; number 13, H, carries 0.1049; number 14, H, carries 0.1027; number 15, H, carries 0.0688; number 16, H, carries 0.1041; number 17, H, carries 0.0636; number 18, H, carries 0.0727; number 19, H, carries 0.1141; number 20, H, carries 0.1154; number 21, H, carries 0.0442; number 22, H, carries 0.0896; number 23, H, carries 0.0683; number 24, H, carries 0.0347; number 25, O, carries -0.0638

***

Please write out number 3 again, unchanged.
The following is a quantum chemistry calculation of a cluster of 2 separate species, C5H17N2O in total in a non-equilibrium geometry, from the Open Molecules 2025 dataset.

Summary:
M: 121.20 g mol⁻¹
HOMO: -0.48495 hartree
E: -385.1909 hartree

Geometry as ORCA input:
```
! wB97M-V def2-TZVPD RIJCOSX def2/J DEFGRID3
* xyz 1 1
N 1.04 -1.44 1.57
C 0.40 -0.53 0.48
C -1.11 -0.63 0.58
C -1.54 -0.10 1.93
C -1.79 0.18 -0.54
C 1.21 0.77 0.27
N 2.08 0.68 -0.90
H 1.53 -0.93 2.31
H 1.78 -1.95 1.08
H 0.35 -2.06 1.99
H 0.81 -1.11 -0.36
H -1.32 -1.70 0.45
H -2.49 -0.55 2.24
H -1.51 0.99 1.87
H -0.89 -0.26 2.78
H -2.85 0.27 -0.32
H -1.71 -0.32 -1.49
H -1.27 1.12 -0.63
H 1.82 1.02 1.13
H 0.54 1.63 0.29
H 1.52 0.55 -1.74
H 2.55 1.56 -1.03
H 0.02 0.75 -3.79
H -1.21 0.58 -2.95
O -0.31 0.94 -2.90
*
```

So, what does the Löwdin scheme give us? The charges, in e, come out as: number 1, N, carries 0.2236; number 2, C, carries -0.2355; number 3, C, carries -0.3793; number 4, C, carries -0.0582; number 5, C, carries -0.0436; number 6, C, carries -0.2326; number 7, N, carries 0.0240; number 8, H, carries 0.1634; number 9, H, carries 0.1700; number 10, H, carries 0.1621; number 11, H, carries 0.1434; number 12, H, carries 0.1432; number 13, H, carries 0.1049; number 14, H, carries 0.1027; number 15, H, carries 0.0688; number 16, H, carries 0.1041; number 17, H, carries 0.0636; number 18, H, carries 0.0727; number 19, H, carries 0.1141; number 20, H, carries 0.1154; number 21, H, carries 0.0442; number 22, H, carries 0.0896; number 23, H, carries 0.0683; number 24, H, carries 0.0347; number 25, O, carries -0.0638

***

The highest E belongs to which entry?
C5H17N2O